# C4H14N3

A cluster of 2 separate species, C4H14N3 in total (ωB97M-V/def2-TZVPD, OMol25).

The frontier orbital gap comes out at 10.3 eV. As for the highest occupied orbital energy: -13.29 eV. The calculation puts the total energy at -8838.5582 eV. As for the LUMO energy: -2.996 eV. The value obtained for the relative energy (zero: lowest compared OMol25 entry of this formula, charge and spin) is 1.4645 eV.

```
! RIJCOSX wB97M-V def2-TZVPD def2/J DEFGRID3
* xyz 1 1
N -1.165 -0.171 0.969
C -1.223 -1.269 -0.045
C 0.124 -1.955 -0.157
N 0.014 -2.978 -1.189
H -0.920 -0.520 1.898
H -0.415 0.581 0.722
H -2.064 0.306 1.026
H -1.983 -1.987 0.257
H -1.544 -0.825 -0.981
H 0.911 -1.213 -0.340
H 0.340 -2.436 0.793
H -0.086 -2.525 -2.097
H 0.884 -3.492 -1.251
C 0.788 1.999 -1.027
C 1.036 2.783 1.159
N 0.615 1.848 0.423
H 1.755 1.596 -1.317
H 0.720 3.038 -1.339
H 0.021 1.424 -1.553
H 0.950 2.698 2.232
H 1.479 3.684 0.735
*
```